The following is a quantum chemistry calculation of a cluster of 4 separate species, C17H48FNO22P6S in total at a distorted geometry, from the OMol25 dataset.

Computed properties:
Energy (Eh): -4932.87896
Orbital gap (eV): 8.65
Structure (SMILES): CCCC[C@H](O[C@](CP(=O)(O)O)(PP(=O)(O)O)[C@H](N)O)S(=O)(=O)F.COP(=O)(OC)OC.COP(=O)(OC)OC.COP(=O)(OC)OC

Geometry as ORCA input:
```
! wB97M-V def2-TZVPD RIJCOSX def2/J DEFGRID3
* xyz 0 1
H 0.62639 0.25655 -2.23813
C -5.99423 0.75066 -6.45073
O 8.94203 1.29807 3.19891
O 10.39975 3.35005 3.42296
O 11.38857 1.04054 3.68760
O 3.88625 3.02710 6.46029
C 12.64526 1.44195 4.18444
H 2.41713 -2.56878 -1.70051
P 10.11088 1.92007 4.11183
O 4.10564 2.52680 3.89546
H 11.03945 4.57519 4.94961
H 5.82652 3.46115 5.87767
O 9.82577 1.96215 5.58104
C -0.96526 0.01453 -0.62138
C -4.40741 -2.74607 0.42716
C 1.40251 0.95935 4.38238
H 13.34693 0.61015 4.08013
O -6.83319 0.34853 -9.41237
H 4.54081 -0.13609 3.82665
P -5.69312 -0.24643 0.96540
H -0.83203 -2.43476 -2.11239
H 1.34943 -2.84847 -0.16497
H -6.76723 -2.66528 3.67988
O -7.06744 -1.69234 3.61554
C 0.24899 -1.98705 -2.09770
H -6.22861 -3.54552 -10.45913
O -6.78000 0.60534 -2.05385
C 5.23500 3.28335 6.78039
H 6.93286 1.19613 2.85238
H -6.76295 1.46974 -6.74394
O 2.00278 1.83644 5.30894
O -5.75856 -3.09897 0.88973
C 1.35766 -2.98361 -1.33938
H 5.15324 -1.09236 5.19145
P 3.59456 2.04767 5.21866
P -5.77238 -0.59617 -8.64747
O -4.39778 -1.53308 3.46014
O -0.13651 -2.77530 2.09017
H -4.29531 -4.60528 -0.50780
C -4.14732 -1.14478 0.19095
H 7.39142 2.10001 4.31140
H 0.32666 1.14932 4.36782
C -1.70651 -1.07772 0.35162
H 9.26302 4.46605 4.74504
P -5.88792 -0.91680 -2.24192
C 5.01011 -0.07776 4.81237
H 5.98385 0.41327 4.73511
H 5.64742 2.43397 7.33197
N -4.13637 -3.61053 -0.81021
H -0.63398 0.96438 0.02138
H -5.00376 1.14787 -6.68910
H -3.38654 -1.40599 -2.05607
O -2.98213 -0.58887 0.89529
F -1.47558 -0.82163 3.27783
H 1.80093 1.12089 3.37701
C -6.16995 -2.45601 -10.39101
H 13.01470 2.29020 3.60154
H 1.28829 -4.09698 -1.69467
H 1.57409 -0.07567 4.68778
C 0.39100 -0.52592 -1.36779
O -5.58016 -1.03518 -3.98735
H -6.22859 -3.70127 0.21523
H -7.64352 0.44493 -1.57118
O -6.25333 -2.08103 -9.03465
H -3.83931 0.34777 -1.50396
S -0.56305 -1.30473 1.86579
C -4.17311 -0.79471 -1.41090
H 5.28335 4.17254 7.41451
O -5.62669 0.77774 4.12150
H -4.80257 0.62900 4.70738
H -1.74999 -2.13080 -0.15612
P -5.71011 -0.66714 3.14917
H -1.66262 0.45759 -1.47468
H -7.00898 -2.02249 -10.94225
H 10.24052 5.38286 3.58050
H -5.59497 2.00144 -9.55458
H 12.58048 1.71857 5.24070
H -6.29509 -1.64750 -4.36124
O 4.18648 0.63171 5.71621
H -6.92090 -0.80147 0.45616
C -6.31416 1.43540 -10.15262
H 1.36448 -0.50100 -0.67801
H -3.65801 -3.10860 1.28198
H 0.61671 -1.94319 -3.23254
H -5.22580 -2.12515 -10.83319
O -6.21505 -0.47824 -7.10583
C 10.22411 4.50089 4.22507
H -3.17048 -3.45957 -1.17842
H -7.13850 2.09799 -10.42659
H 7.65009 2.81439 2.69150
O -4.33172 -0.29982 -8.92731
C 7.66437 1.88980 3.27365
O -6.73572 -2.19252 -1.85287
H -6.05632 0.58774 -5.37214
H -5.83591 1.06767 -11.06437
O 0.67633 -0.37682 1.83599
*
```

***

The following is a quantum chemistry calculation of a cluster of 5 separate species, C17H48N6O5 in total at a distorted geometry, from the OMol25 dataset.

Computed properties:
Energy (Eh): -1381.05690
Orbital gap (eV): 9.35
Structure (SMILES): COC[C@H](C)N.COC[C@H](C)N.COC[C@H](C)N.COC[C@H](C)N.NC(N)=O

Geometry as ORCA input:
```
! wB97M-V def2-TZVPD RIJCOSX def2/J DEFGRID3
* xyz 0 1
H 6.19391 1.72624 -3.30561
H 7.99844 6.91248 2.45875
N 12.62467 10.26312 -3.81305
H 7.63082 5.33787 4.87551
C 6.15188 2.50110 -2.54015
C 6.95791 9.16584 1.58987
C 7.14782 4.85387 4.02666
H 14.11669 14.80358 -8.54867
O 16.64789 4.31700 -3.67772
H 15.95971 2.06090 -0.94059
H 7.66199 9.57917 2.31204
H 5.27573 1.04597 -0.47027
N 14.87601 5.12768 -1.18339
C 6.25675 5.96734 3.49070
C 12.10862 16.70520 -5.42725
H 6.67863 0.73791 0.19635
H 16.73612 4.34173 -1.31250
C 15.38334 2.88517 -0.52047
C 6.97940 3.63754 -3.12679
H 9.46492 16.25540 -7.12183
H 9.64486 16.78670 -5.54160
H 14.33258 2.64614 -0.68439
H 13.04484 16.16017 -5.30666
H 17.50796 4.63701 -5.61111
N 10.01057 16.81555 -6.48262
H 11.85774 8.68050 -6.33272
C 15.71178 4.03109 -1.51825
H 11.49806 16.55280 -4.53725
H 8.57778 2.69615 -2.70172
H 11.91279 16.79082 -7.59631
C 7.06654 7.15794 2.96807
H 6.46578 3.30720 -5.10334
H 6.98094 4.41832 -2.36621
C 11.36653 16.38073 -6.74689
H 10.73755 14.55749 -7.85838
N 5.45833 5.48511 2.34505
H 5.96550 4.70059 1.96110
H 6.49637 -0.01939 -1.37490
H 6.61554 3.90944 4.13997
O 12.57939 14.29484 -7.10252
N 8.32476 3.20440 -3.53705
H 7.23961 7.70652 3.89393
C 11.30570 14.81483 -6.96447
H 12.41578 17.74654 -5.33048
H 6.38880 9.98676 1.15365
H 8.90561 4.02815 -3.47264
H 15.95701 3.85000 -5.58982
H 15.58055 3.07554 0.53450
C 6.29904 0.89381 -0.81345
H 12.43606 10.29911 -6.09779
H 7.83423 4.59816 3.21947
H 12.31746 10.30218 -2.85171
H 5.18844 4.25897 -4.20447
H 14.09035 5.29903 -1.79452
H 15.44281 5.91312 -1.46961
H 12.99266 13.44274 -8.87861
O 6.22837 8.08832 2.26316
H 5.61419 6.29325 4.30863
H 10.80522 14.37555 -6.10153
H 14.82265 3.54840 -3.43507
H 17.35562 2.96832 -5.00021
O 11.32513 8.47539 -3.91883
N 12.19718 9.39828 -5.70849
H 7.55969 8.79921 0.75828
C 15.79342 3.48068 -2.94402
C 6.25157 4.08930 -4.37496
C 16.88801 3.95240 -5.03227
C 12.04083 9.30829 -4.44335
H 13.23413 10.88358 -4.32656
H 12.39653 15.03618 -9.08028
H 6.64087 5.04552 -4.72450
H 5.82540 6.21942 1.75671
O 6.75235 2.18205 -1.31123
H 16.14683 2.46190 -3.10297
C 13.08810 14.45057 -8.47456
H 5.06958 2.54954 -2.42020
*
```

***

The following is a quantum chemistry calculation of a cluster of 8 separate species, C17H48NO14 in total at a distorted geometry, from the OMol25 dataset.

Computed properties:
Energy (Eh): -1784.43218
Orbital gap (eV): 7.25

Geometry as ORCA input:
```
! wB97M-V def2-TZVPD RIJCOSX def2/J DEFGRID3
* xyz -1 1
H 2.48110 -13.14471 -7.77208
H 4.61543 -17.25597 -13.98613
H 11.77838 -11.40173 -15.16973
H 11.08393 -10.56321 -11.28931
H 3.60047 -7.69517 -12.59403
O 6.59847 -19.35421 -15.69395
H 6.72949 -16.17574 -13.95137
H 14.25027 -10.49750 -16.31155
H 3.72325 -7.65720 -16.55240
C 11.25515 -10.62490 -9.36623
C 3.41857 -13.48771 -9.68554
H 6.15460 -4.70137 -15.92252
H 1.88919 -8.70602 -17.13224
H 2.10420 -8.76362 -18.86987
C 4.53374 -9.39833 -17.53190
H 11.81274 -10.17575 -8.54436
C 4.82776 -13.26429 -9.17178
H 4.91639 -13.62356 -8.14651
H 4.15033 -9.98293 -16.69564
O 5.44122 -7.08777 -10.67495
O 12.73364 -11.34057 -15.09662
H 1.76401 -7.25277 -18.01362
O 11.43680 -9.99346 -10.60194
C 9.82839 -10.26862 -8.94599
O 4.36536 -7.01017 -18.32407
H 2.42456 -11.71510 -8.64362
H 12.19553 -12.36940 -10.29629
H 5.46440 -17.01798 -15.46101
H 11.15689 -9.09170 -15.28153
H 5.70212 -7.84757 -11.20053
H 12.69157 -10.63144 -17.12123
O 3.18410 -5.72647 -12.36298
H 5.55202 -13.84791 -9.74005
H 13.49044 -8.71855 -14.80444
H 11.66385 -12.53628 -8.53655
C 3.24535 -7.02138 -11.81430
C 5.50669 -17.57619 -14.52576
H 6.52683 -5.44546 -13.75526
H 5.57560 -19.70180 -13.89817
H 7.38627 -19.33273 -15.14575
O 8.50008 -11.47960 -14.29031
C 2.42207 -12.79350 -8.80225
O 6.70323 -12.44078 -13.66312
H 2.22960 -7.28869 -11.52296
H 10.62412 -12.59560 -9.98686
O 6.95661 -10.34716 -13.38659
H 4.55147 -19.31878 -15.26857
H 8.12774 -5.20502 -14.54226
C 13.02915 -8.96585 -15.76057
H 5.16156 -12.22829 -9.11364
C 4.03566 -7.21826 -10.49983
H 2.51051 -5.71151 -13.04683
O 3.34950 -12.80470 -10.89903
H 5.61008 -9.32769 -17.37506
H 4.12742 -12.98494 -11.43191
C 2.33402 -8.18116 -17.97768
H 7.91688 -3.98287 -12.33554
O 6.16351 -2.94605 -12.76238
C 11.47781 -12.10443 -9.51991
H 5.50643 -3.63593 -12.88036
C 5.50495 -19.08571 -14.79457
N 7.38541 -11.42988 -13.78554
H 3.18018 -14.54340 -9.81510
O 11.70910 -8.49391 -15.79075
H 3.59792 -6.64692 -9.68126
C 7.20248 -4.72739 -14.21997
C 7.39413 -3.54955 -13.18822
H 9.54546 -10.63989 -7.96100
C 3.83042 -8.03941 -17.56754
H 4.50462 -10.00224 -18.43884
H 1.41804 -13.03305 -9.15243
H 9.07330 -10.57207 -9.67115
O 6.61669 -4.06946 -15.36685
H 13.51696 -8.32746 -16.49718
C 13.17297 -10.41511 -16.16752
O 6.68624 -17.13246 -13.88491
H 8.07878 -2.78418 -13.55372
H 3.87668 -8.24911 -10.18332
H 3.87077 -7.02900 -19.14663
H 9.85888 -9.17916 -8.96153
*
```